No. 1
Here is C17H31NO4PtS2Si as an isolated structure from the OMol25 dataset. Energies are from the ωB97M-V functional and the def2-TZVPD basis.

Cartesian coordinates (Å):
Pt: -0.2075 -0.2726 0.2303
C: -1.1816 -0.7767 -2.6705
C: -2.2527 0.1062 -2.0586
C: -2.6063 1.2662 -2.9642
C: -3.4663 -0.6850 -1.6172
O: -1.6230 0.7370 -0.8166
Si: -2.2130 1.8924 0.2694
S: -0.4599 1.4786 1.5428
O: -3.5048 1.2980 0.9524
C: -4.5997 1.8427 1.7808
C: -5.4643 2.7217 0.8953
C: -5.3563 0.6348 2.2916
C: -3.9743 2.6358 2.9166
O: -2.2853 3.3859 -0.2123
C: -1.4538 4.5135 -0.6773
C: -1.1223 5.3349 0.5541
C: -0.2016 3.9825 -1.3536
C: -2.3217 5.2820 -1.6532
H: -1.5323 -1.1565 -3.6294
H: -0.9721 -1.6548 -2.0505
H: -0.2626 -0.2164 -2.8563
H: -3.1276 0.8825 -3.8404
H: -1.7125 1.7952 -3.2957
H: -3.2694 1.9745 -2.4618
H: -3.8741 -1.2169 -2.4760
H: -4.2413 -0.0355 -1.2111
H: -3.2026 -1.4213 -0.8554
H: -5.8904 2.1429 0.0740
H: -4.8793 3.5423 0.4775
H: -6.2823 3.1420 1.4791
H: -5.7272 0.0320 1.4618
H: -6.2066 0.9581 2.8909
H: -4.7113 0.0130 2.9145
H: -3.3884 3.4751 2.5301
H: -3.3291 1.9992 3.5251
H: -4.7568 3.0396 3.5577
H: -0.5684 4.7369 1.2833
H: -2.0313 5.7067 1.0270
H: -0.5040 6.1880 0.2768
H: 0.4051 3.3949 -0.6620
H: 0.4058 4.8183 -1.6975
H: -0.4549 3.3654 -2.2185
H: -3.2315 5.6327 -1.1661
H: -2.5975 4.6562 -2.5031
H: -1.7754 6.1479 -2.0265
O: 1.3813 -1.1411 0.8816
N: 1.2324 -2.0281 1.9073
C: 2.3288 -2.3376 2.6254
C: 2.2169 -3.2678 3.6240
C: 0.9773 -3.8621 3.8764
C: -0.1266 -3.5049 3.1257
C: 0.0280 -2.5651 2.1176
S: -1.2657 -2.0305 1.0725
H: 3.2360 -1.8201 2.3485
H: 3.0921 -3.5151 4.2067
H: 0.8738 -4.5910 4.6686
H: -1.1037 -3.9326 3.3046

Gap between HOMO and LUMO (spin up / spin down) in eV: 6.4332 / 6.4362
Energy in a.u.: -2226.8062
HOMO (spin up / spin down) in eV: -15.86 / -15.87
LUMO (spin up / spin down) in Ha: -0.3466 / -0.3466
Energy above the lowest of the compared OMol25 structures with the same formula, charge and spin in eV: 0.0783
Net charge: +2

Löwdin atomic charge list, values in e, 6 entries: 0.978 -0.034 -0.562 0.002 -0.005 -0.397



No. 2
Here is a 2-piece molecular cluster, C3H5NO2 overall in a non-equilibrium geometry from the OMol25 dataset. Energies are from the ωB97M-V functional and the def2-TZVPD basis.

Cartesian coordinates (Å):
N: -1.8660 1.3244 -0.6015
C: -1.0590 2.1246 -0.3207
O: 1.5635 0.6183 -0.1326
C: 0.9711 -0.3775 0.6645
C: 0.1711 -1.3533 -0.1776
O: -0.8821 -1.8429 0.1604
H: -2.5441 0.6225 -0.8198
H: 0.9430 1.3627 -0.1892
H: 0.3190 0.0204 1.4522
H: 1.7868 -0.9382 1.1411
H: 0.6409 -1.5933 -1.1563

Gap between HOMO and LUMO in eV: 10.8012
Energy in a.u.: -322.4765
HOMO in eV: -9.86
LUMO in Ha: 0.0346
Energy above the lowest of the compared OMol25 structures with the same formula, charge and spin in eV: 2.6621

Löwdin atomic charge list, values in e, 6 entries: 0.092 -0.007 -0.087 -0.249 -0.249 0.030



No. 3
Here is C29H35BrGeIN4Ru as an isolated structure in a non-equilibrium geometry from the OMol25 dataset. Energies are from the ωB97M-V functional and the def2-TZVPD basis.

Cartesian coordinates (Å):
Ru: -0.4435 0.2298 0.5227
C: 0.0949 2.5011 -1.6689
C: 0.8155 1.3579 -2.3802
C: -0.0105 0.1141 -2.5680
C: -0.1241 -0.5247 -3.8091
C: -0.7197 -1.7611 -3.8907
C: -1.4394 -2.2493 -2.8334
C: -1.3169 -1.5786 -1.6099
N: -0.6017 -0.4725 -1.4950
N: 0.1402 2.4503 -0.1405
C: -0.8548 3.4601 0.2568
C: -2.2863 2.9498 -0.0410
C: -3.2858 3.8448 -0.4246
C: -4.5346 3.3030 -0.6112
C: -4.7455 1.9055 -0.4500
C: -3.6709 1.1311 -0.1409
N: -2.4481 1.6534 0.0913
C: 1.4773 2.8261 0.4237
C: 2.3996 1.6361 0.4695
C: 3.7490 1.8045 0.6267
C: 4.5445 0.6968 0.7335
C: 4.0002 -0.5807 0.7501
C: 2.6482 -0.6305 0.6447
N: 1.8402 0.4260 0.4680
H: -0.9542 2.5073 -1.9834
H: 0.5830 3.4494 -2.0190
H: 1.7362 1.0670 -1.8939
H: 1.1618 1.7290 -3.3429
H: 0.3499 -0.1281 -4.6505
H: -0.7308 -2.3274 -4.8331
H: -1.8460 -3.2319 -2.9209
H: -1.8004 -2.0783 -0.7648
H: -0.6895 4.3914 -0.3234
H: -0.7800 3.6360 1.3053
H: -3.0726 4.8747 -0.2868
H: -5.4107 3.9072 -0.8074
H: -5.7463 1.5092 -0.7005
H: -3.7562 0.0132 -0.1317
H: 1.3088 3.1353 1.4778
H: 1.8904 3.6394 -0.1957
H: 4.1374 2.8080 0.6345
H: 5.6000 0.9113 0.7665
H: 4.5673 -1.4744 0.7282
H: 2.1970 -1.6029 0.8440
C: -3.0063 1.0141 3.6276
Ge: -2.4491 -0.8085 3.3413
C: -3.6661 -1.8098 2.1404
C: -2.2168 -1.9221 4.9019
C: -0.6520 -0.6344 2.4542
H: -3.9748 1.3598 3.2393
H: -2.2301 1.5355 3.1016
H: -2.8132 1.4187 4.6488
H: -4.1430 -1.2113 1.4059
H: -4.5284 -2.1710 2.7243
H: -3.1408 -2.6685 1.7871
H: -3.1900 -1.8505 5.4647
H: -1.4136 -1.5581 5.5800
H: -1.9921 -2.9815 4.6824
H: -0.1990 -1.6342 2.2064
H: 0.0123 0.0485 3.1101
Br: 5.0776 -4.9060 0.7812
C: 4.3858 -3.8839 -0.6446
C: 5.2289 -3.1057 -1.3876
C: 4.7147 -2.3080 -2.3932
C: 3.3333 -2.2375 -2.6090
C: 2.4435 -2.9650 -1.8072
C: 2.9683 -3.8070 -0.8425
I: 1.5233 -4.7134 0.3564
H: 6.2806 -3.1845 -1.2371
H: 5.3643 -1.7075 -3.0161
H: 2.9274 -1.6226 -3.3929
H: 1.3825 -2.9140 -2.0494

Gap between HOMO and LUMO (spin up / spin down) in eV: 8.0092 / 5.7956
Energy in a.u.: -6387.9694
HOMO (spin up / spin down) in eV: -13.36 / -13.36
LUMO (spin up / spin down) in Ha: -0.1965 / -0.2779
Energy above the lowest of the compared OMol25 structures with the same formula, charge and spin in eV: 0.4827
Multiplicity: 6
Net charge: +2

Löwdin atomic charge list, values in e, 6 entries: 1.435 -0.128 -0.107 -0.229 0.017 -0.028



No. 4
Here is a 2-piece molecular cluster, C4H13NSi2 overall in a non-equilibrium geometry from the OMol25 dataset. Energies are from the ωB97M-V functional and the def2-TZVPD basis.

Cartesian coordinates (Å):
C: -1.5831 0.8933 1.0938
C: -2.2503 -0.4961 1.0233
C: -1.0873 1.0563 -0.3558
C: 2.7855 1.1139 0.3665
N: -1.2846 -1.4548 0.4899
Si: -0.1537 -0.6713 -0.5194
Si: 2.2301 -0.5316 -0.2752
H: -2.0426 1.7907 1.5087
H: -0.8050 0.7964 1.7150
H: -2.6240 -0.8158 1.9352
H: -3.0811 -0.4948 0.4082
H: -1.8715 1.0914 -1.0888
H: -0.6171 2.0382 -0.5483
H: 2.2316 1.8813 -0.1688
H: 2.7240 1.3777 1.4248
H: 3.8474 1.1488 -0.0071
H: -1.3222 -2.4203 0.9107
H: -0.6019 -0.5943 -2.6942
H: 2.7767 -1.5660 0.5427
H: 2.9062 -0.8653 -1.5935

Gap between HOMO and LUMO in eV: 8.5256
Energy in a.u.: -793.8388
HOMO in eV: -8.10
LUMO in Ha: 0.0156
Energy above the lowest of the compared OMol25 structures with the same formula, charge and spin in eV: 2.9656

Löwdin atomic charge list, values in e, 6 entries: -0.242 -0.280 -0.321 -0.322 -0.185 0.478



No. 5
Here is a 2-piece molecular cluster, C5H12O2 overall from the OMol25 dataset. Energies are from the ωB97M-V functional and the def2-TZVPD basis.

Cartesian coordinates (Å):
C: 0.2657 0.6853 1.8339
O: 0.2058 0.4965 0.4320
C: -0.4444 -0.7102 0.0120
C: -1.9121 -0.7249 0.4194
C: -0.2672 -0.7851 -1.4950
C: 2.6595 1.6136 -1.6376
O: 2.7019 0.8588 -0.5730
H: -0.7127 0.9617 2.2431
H: 0.9673 1.5029 2.0138
H: 0.6280 -0.2201 2.3413
H: 0.0747 -1.5575 0.4898
H: -2.4246 0.1540 0.0130
H: -2.0397 -0.7322 1.5066
H: -2.3979 -1.6232 0.0249
H: -0.7614 0.0666 -1.9747
H: -0.7054 -1.7088 -1.8845
H: 0.7937 -0.7692 -1.7659
H: 1.5592 1.8246 -1.8153
H: 1.8096 0.6671 -0.1840

Gap between HOMO and LUMO in eV: 8.9142
Energy in a.u.: -348.0620
HOMO in eV: -8.13
LUMO in Ha: 0.0290
Energy above the lowest of the compared OMol25 structures with the same formula, charge and spin in eV: 3.8854

Löwdin atomic charge list, values in e, 6 entries: -0.082 -0.228 -0.450 -0.050 -0.041 -0.019



No. 6
Here is C5H8O as an isolated structure from the OMol25 dataset. Energies are from the ωB97M-V functional and the def2-TZVPD basis.

Cartesian coordinates (Å):
C: 1.5187 0.4903 0.2332
C: 0.3674 0.3453 -0.5505
C: -0.3298 -1.0295 -0.9365
C: -1.5598 -0.7900 -0.0900
O: -1.0487 -0.6471 1.2572
C: -0.9915 0.4587 0.4554
H: 0.7017 1.6033 1.4271
H: 2.3105 1.1909 -0.0212
H: 1.7510 -0.2485 0.9983
H: 0.2473 1.0859 -1.3431
H: 0.2663 -1.8872 -0.6093
H: -0.5121 -1.0882 -2.0145
H: -2.5867 -1.1137 -0.2195
H: -0.1342 1.6298 1.4134

Gap between HOMO and LUMO (spin up / spin down) in eV: 8.3331 / 8.3323
Energy in a.u.: -270.2982
HOMO (spin up / spin down) in eV: -8.48 / -8.48
LUMO (spin up / spin down) in Ha: -0.0054 / -0.0054
Energy above the lowest of the compared OMol25 structures with the same formula, charge and spin in eV: 7.0666

Löwdin atomic charge list, values in e, 6 entries: -0.017 -0.328 -0.077 -0.228 -0.019 -0.165



No. 7
Here is a 2-piece molecular cluster, H3NO3Si overall in a non-equilibrium geometry from the OMol25 dataset. Energies are from the ωB97M-V functional and the def2-TZVPD basis.

Cartesian coordinates (Å):
N: -2.3324 0.1156 -0.0132
O: -3.0603 1.0288 0.2649
O: -2.7223 -0.9607 -0.4560
O: -0.1191 1.4676 -0.3916
Si: -0.4553 -0.1035 -0.1507
H: 0.6547 1.9541 -0.1733
H: -0.5758 -1.0725 -1.2302
H: 0.1515 -1.2882 1.6152

Gap between HOMO and LUMO in eV: 9.6910
Energy in a.u.: -571.6236
HOMO in eV: -10.34
LUMO in Ha: -0.0237
Energy above the lowest of the compared OMol25 structures with the same formula, charge and spin in eV: 2.4596

Löwdin atomic charge list, values in e, 6 entries: -0.484 0.043 -0.074 -0.177 0.630 0.047



Q: Which of these has the lowest energy?
A: C29H35BrGeIN4Ru



Q: Which value of energy does entry 3 give?
A: -6387.9694 a.u.



Q: Which of these has the highest energy?
A: C5H8O



Q: Which of these has the lowest energy above the lowest of the compared OMol25 structures with the same formula, charge and spin?
A: C17H31NO4PtS2Si